Record 1
{"formula": "C11H32NO5S6", "method": "wB97M-V/def2-TZVPD", "total_charge": 1, "lumo_ha": -0.1436, "e_tot_ha": -3257.92794, "species": ["S", "S", "S", "S", "S", "S", "O", "O", "O", "O", "O", "N", "C", "C", "C", "C", "C", "C", "C", "C", "C", "C", "C", "H", "H", "H", "H", "H", "H", "H", "H", "H", "H", "H", "H", "H", "H", "H", "H", "H", "H", "H", "H", "H", "H", "H", "H", "H", "H", "H", "H", "H", "H", "H", "H"], "coordinates": [[4.236, 0.882, 0.014], [2.537, 3.168, 0.372], [-0.662, -3.089, 0.500], [-4.523, 1.676, -0.460], [-1.031, -2.632, 5.617], [4.015, 1.363, -4.295], [-0.773, 0.786, -1.172], [0.027, -2.049, 1.331], [-3.760, 2.472, 0.544], [-1.112, -3.933, 4.905], [4.375, 1.890, -2.941], [2.517, 1.389, 0.233], [-1.142, -2.211, -0.977], [4.237, -0.416, -4.227], [5.413, 1.702, -5.358], [-0.603, 1.448, 0.146], [1.630, 0.839, -0.854], [-6.240, 1.617, 0.052], [-2.299, -3.291, 1.192], [-4.791, 2.748, -1.873], [0.331, -2.754, 6.780], [-0.230, -1.495, 4.485], [0.319, 1.596, -0.993], [-6.827, 1.141, -0.732], [-3.823, 2.945, -2.329], [-0.046, -0.542, 4.982], [0.043, -3.469, 7.548], [2.207, 0.842, -1.768], [-1.671, -1.310, -0.675], [-2.768, -2.312, 1.301], [-1.755, -2.822, -1.639], [1.220, -3.108, 6.259], [5.251, 1.225, -6.325], [-1.415, 2.143, 0.279], [5.230, -0.644, -3.840], [-0.220, -1.938, -1.486], [3.476, -0.826, -3.565], [1.349, -0.161, -0.540], [0.698, -1.933, 4.120], [-0.486, 0.605, 0.812], [0.330, 2.542, -1.492], [5.475, 2.779, -5.487], [-0.907, -1.350, 3.647], [4.109, -0.832, -5.225], [-6.298, 1.026, 0.964], [-2.888, -3.932, 0.537], [4.065, -0.410, 0.331], [3.589, 3.289, -0.453], [-5.242, 3.680, -1.536], [2.221, 1.005, 1.129], [-2.184, -3.763, 2.167], [6.322, 1.328, -4.889], [0.507, -1.779, 7.234], [-6.597, 2.629, 0.244], [-5.437, 2.243, -2.591]]}

Record 2
{"formula": "C11H33N11O22", "method": "wB97M-V/def2-TZVPD", "de_lowest_kj_mol": 135.3, "total_charge": 0, "lumo_ha": -0.0309, "e_tot_ha": -2695.44326, "species": ["O", "O", "O", "O", "O", "O", "O", "O", "O", "O", "O", "O", "O", "O", "O", "O", "O", "O", "O", "O", "O", "O", "N", "N", "N", "N", "N", "N", "N", "N", "N", "N", "N", "C", "C", "C", "C", "C", "C", "C", "C", "C", "C", "C", "H", "H", "H", "H", "H", "H", "H", "H", "H", "H", "H", "H", "H", "H", "H", "H", "H", "H", "H", "H", "H", "H", "H", "H", "H", "H", "H", "H", "H", "H", "H", "H", "H"], "coordinates": [[2.092, 40.409, -11.104], [3.596, 44.097, -10.443], [-0.350, 41.202, -15.766], [-2.881, 40.759, -10.351], [-1.605, 40.788, -19.861], [2.949, 43.989, -12.509], [2.059, 45.676, -17.328], [-0.776, 40.530, -13.762], [4.626, 39.573, -13.628], [3.143, 40.810, -19.404], [3.565, 37.224, -17.673], [0.221, 40.092, -20.693], [1.604, 40.856, -9.066], [4.530, 38.798, -11.641], [2.902, 38.989, -16.642], [-1.544, 45.346, -16.212], [-1.280, 39.460, -9.840], [-5.714, 41.389, -13.447], [-4.789, 43.256, -12.929], [1.636, 43.739, -16.480], [4.998, 41.628, -20.117], [-2.533, 43.961, -14.914], [-0.021, 40.889, -14.643], [1.875, 44.932, -16.395], [2.007, 40.112, -9.932], [-2.152, 44.324, -16.002], [3.637, 44.446, -11.612], [-4.734, 42.108, -13.297], [4.166, 41.454, -19.264], [2.760, 38.110, -17.478], [-0.401, 40.855, -19.975], [-2.212, 39.784, -10.517], [4.642, 39.703, -12.424], [0.338, 41.964, -19.295], [1.495, 38.029, -18.267], [4.608, 45.513, -11.929], [1.393, 41.090, -14.266], [1.944, 45.508, -15.012], [2.376, 38.725, -9.515], [-2.356, 43.417, -17.139], [-3.433, 41.489, -13.562], [-2.531, 38.941, -11.697], [4.464, 42.044, -17.914], [4.809, 41.125, -11.930], [2.657, 38.238, -10.445], [1.732, 44.667, -14.368], [1.685, 42.140, -14.254], [2.027, 40.643, -15.030], [5.254, 41.011, -10.944], [4.925, 46.044, -11.037], [1.221, 39.030, -18.591], [-1.366, 42.969, -17.243], [-2.553, 37.884, -11.452], [-3.487, 39.222, -12.137], [-3.184, 41.682, -14.602], [3.874, 41.670, -11.914], [0.725, 37.685, -17.582], [1.614, 37.424, -19.156], [3.989, 41.523, -17.092], [2.913, 45.962, -14.839], [5.542, 41.894, -17.875], [-2.514, 44.041, -18.016], [-3.126, 42.659, -17.089], [5.594, 41.451, -12.606], [-2.701, 42.015, -12.958], [1.177, 46.279, -15.009], [-0.337, 42.735, -18.949], [0.789, 41.428, -18.461], [1.091, 42.309, -19.991], [5.487, 45.100, -12.415], [1.598, 38.288, -8.906], [4.095, 46.236, -12.561], [-3.431, 40.419, -13.414], [4.258, 43.109, -17.965], [-1.821, 39.117, -12.505], [1.680, 40.713, -13.289], [3.352, 38.737, -9.029]]}

Record 3
{"formula": "C11H34CoO10", "method": "wB97M-V/def2-TZVPD", "total_charge": 0, "spin_multiplicity": 4, "lumo_ha": [-0.0481, -0.0548], "e_tot_ha": -2574.60872, "species": ["Co", "O", "O", "O", "O", "O", "O", "O", "O", "O", "O", "C", "C", "C", "C", "C", "C", "C", "C", "C", "C", "C", "H", "H", "H", "H", "H", "H", "H", "H", "H", "H", "H", "H", "H", "H", "H", "H", "H", "H", "H", "H", "H", "H", "H", "H", "H", "H", "H", "H", "H", "H", "H", "H", "H", "H"], "coordinates": [[-2.428, -0.045, 0.794], [1.224, 0.072, 0.694], [0.984, -2.311, 4.754], [0.484, -3.505, -0.166], [-3.548, 1.674, 0.688], [-2.702, -0.298, -1.295], [-0.572, 3.781, 1.204], [2.064, 1.557, -1.557], [3.861, -0.777, 1.046], [-0.724, -1.069, 0.527], [-0.785, 1.028, 1.060], [2.750, 0.707, -2.441], [-1.716, -0.123, -2.354], [4.423, -1.927, 0.454], [0.006, -0.003, 0.773], [1.329, -3.056, -1.210], [-1.223, 1.287, -2.350], [-3.453, 2.693, 1.735], [1.252, -2.585, 3.374], [-0.506, 4.282, -0.105], [-4.686, 2.699, 2.593], [1.311, -4.007, -2.378], [3.825, 0.902, -2.451], [-0.114, -2.783, 0.071], [-0.914, -0.852, -2.229], [1.039, -2.042, -1.528], [0.618, -2.008, 2.698], [2.344, 0.799, -3.456], [-0.682, 2.819, 1.158], [3.823, -2.825, 0.658], [-0.586, 1.490, -1.487], [-2.571, 2.466, 2.326], [-0.828, 5.328, -0.109], [-1.204, 3.763, -0.779], [1.982, -3.642, -3.161], [-5.600, 2.895, 2.028], [2.943, -0.672, 0.762], [-4.219, 1.942, 0.053], [5.409, -2.071, 0.886], [2.634, -0.362, -2.201], [0.504, 4.233, -0.522], [4.487, -1.827, -0.637], [1.796, 1.033, -0.789], [-3.274, 3.641, 1.231], [0.995, -1.360, 4.892], [2.356, -2.915, -0.850], [2.278, -2.335, 3.085], [1.723, -4.978, -2.087], [-4.578, 3.410, 3.409], [-4.831, 1.700, 3.018], [-2.057, 1.993, -2.321], [-0.638, 1.504, -3.242], [1.084, -3.653, 3.282], [-3.189, -1.106, -1.492], [0.307, -4.192, -2.755], [-2.206, -0.369, -3.302]]}

Record 4
{"formula": "C11H34FN14O7S", "method": "wB97M-V/def2-TZVPD", "total_charge": 1, "lumo_ha": -0.1395, "e_tot_ha": -2230.81456, "species": ["S", "F", "O", "O", "O", "O", "O", "O", "O", "N", "N", "N", "N", "N", "N", "N", "N", "N", "N", "N", "N", "N", "N", "C", "C", "C", "C", "C", "C", "C", "C", "C", "C", "C", "H", "H", "H", "H", "H", "H", "H", "H", "H", "H", "H", "H", "H", "H", "H", "H", "H", "H", "H", "H", "H", "H", "H", "H", "H", "H", "H", "H", "H", "H", "H", "H", "H", "H"], "coordinates": [[-0.693, 7.176, 3.320], [-1.261, 6.298, 0.911], [-2.507, -1.693, 0.516], [-4.874, 1.946, -1.819], [-3.964, -5.692, 3.081], [0.226, 2.448, 2.213], [2.895, -1.077, -4.930], [7.216, -2.158, -2.644], [0.697, -0.765, -1.632], [0.681, 1.025, 0.504], [4.858, -2.205, -5.075], [-3.233, 3.462, -1.434], [9.120, -1.060, -2.114], [-4.413, -7.597, 1.946], [-0.754, 0.398, 2.173], [-5.295, 3.656, -0.395], [0.240, -0.859, -3.847], [7.204, -0.738, -0.870], [4.043, -1.553, -3.032], [-2.277, -7.161, 2.706], [-3.640, -1.011, 2.353], [-2.917, -3.193, 2.165], [-1.395, -1.306, -2.266], [3.871, -1.577, -4.382], [7.806, -1.368, -1.922], [-1.719, 6.111, 2.172], [1.931, 6.230, 2.610], [-3.577, -6.750, 2.609], [0.071, 1.352, 1.660], [-0.111, -0.968, -2.546], [-1.524, 4.703, 2.665], [0.876, 6.743, 2.846], [-4.492, 2.950, -1.257], [-2.988, -1.960, 1.613], [0.558, 0.135, 0.037], [9.630, -0.420, -1.536], [-0.926, -0.481, 1.714], [-0.816, 8.428, 2.816], [7.678, -0.092, -0.269], [-2.741, 6.485, 2.265], [-1.939, -8.025, 2.326], [4.845, -1.972, -2.592], [-2.623, 2.975, -2.066], [6.239, -0.944, -0.696], [-4.063, -1.202, 3.241], [-3.330, -3.450, 3.043], [-1.648, -1.378, -1.292], [-5.373, -7.319, 1.859], [-5.012, 4.500, 0.064], [-2.087, -1.481, -2.969], [1.277, 1.710, 0.080], [-0.474, 4.461, 2.822], [3.335, -1.109, -2.473], [-3.731, -0.098, 1.948], [-1.641, -6.567, 3.203], [-0.400, -1.004, -4.604], [5.672, -2.595, -4.632], [9.590, -1.510, -2.878], [-6.227, 3.313, -0.254], [-2.468, -3.910, 1.626], [-1.894, 3.996, 1.924], [-2.055, 4.553, 3.606], [4.768, -2.248, -6.072], [-1.222, 0.600, 3.036], [1.207, -0.640, -4.053], [2.787, 5.662, 2.311], [-4.120, -8.470, 1.551], [-2.900, 4.290, -0.982]]}